A cluster of 9 separate species, C44H113N11O16 in total. Source: the Open Molecules 2025 dataset; level of theory: ωB97M-V/def2-TZVPD.

Structure (XYZ):
```
184
Properties=species:S:1:pos:R:3:mulliken_charge:R:1
H -3.847 -0.786 -7.655 0.281
O 3.244 -4.342 -5.903 -0.695
C -1.567 1.630 0.080 -1.409
H -0.313 -6.943 0.588 0.353
H 0.189 -4.225 5.569 0.264
H 0.172 5.862 3.297 0.466
H -1.779 -0.578 -5.571 -0.178
H 0.270 -6.337 6.611 0.207
O -1.426 4.670 3.410 -0.442
H -2.550 -1.232 -0.572 -0.019
H 5.617 3.228 -1.824 0.438
H -7.894 1.741 -0.375 0.341
H -1.224 0.315 2.871 0.174
N 3.750 2.819 -0.823 0.970
H -4.600 3.335 0.647 0.125
H 5.585 3.556 -0.147 0.312
H 6.811 1.462 -0.307 0.450
H 6.356 5.602 1.980 0.290
C -5.282 -0.735 1.340 -0.691
C 6.085 0.866 -2.888 -0.768
H 0.927 0.790 -1.738 -0.274
O -5.658 0.287 0.495 -0.170
H -2.058 -0.137 4.376 0.490
N 1.826 -4.055 -4.055 -0.192
H 0.653 -0.945 1.740 -0.917
N 2.220 4.186 3.817 -0.247
H 1.660 -6.695 7.649 0.332
H -6.163 -1.286 1.694 0.406
O -5.508 1.492 -5.339 -0.465
H 0.924 -10.299 1.122 0.247
C 0.870 -2.344 5.367 -1.307
O 0.942 -4.764 7.849 -0.396
H 1.755 -5.037 -3.905 0.199
H 0.235 -4.302 3.058 0.223
H 0.472 -2.111 6.372 0.263
N -0.260 -4.871 2.372 -0.241
H 2.996 -4.829 7.740 0.447
H 3.105 -3.890 5.473 0.357
H -3.607 2.387 -5.358 -0.006
C 2.944 3.442 2.808 0.507
O 2.803 -4.867 0.177 -0.552
H -5.912 4.565 0.332 0.414
H 0.541 4.051 5.006 0.332
H -3.364 4.595 -3.568 0.271
H 2.223 -5.399 5.583 0.323
C -1.151 0.322 3.972 -0.717
H -4.709 1.634 -3.454 0.031
H 0.500 -6.425 3.430 0.244
H 2.471 3.594 1.815 -0.375
H -4.254 2.895 -7.964 0.415
H -1.134 -7.500 2.133 0.340
C 0.489 -6.122 2.369 -0.134
C 1.713 0.177 -2.209 -0.266
H -5.972 2.805 -3.785 0.343
H -1.026 -3.477 -5.772 0.228
C 2.695 -3.579 -5.074 0.420
H -0.769 -9.829 1.167 0.296
H -1.022 2.231 -0.662 0.080
H 5.426 1.614 -3.338 0.255
N 1.019 -3.796 5.163 0.331
O -3.667 3.540 -1.826 0.245
H -1.912 6.570 2.809 0.350
H 0.924 1.606 0.166 -0.707
C 2.448 -0.539 -1.104 -0.050
H 0.099 4.593 2.006 -0.499
H -6.407 1.096 -3.510 0.354
O 4.353 5.271 2.382 -0.218
C 3.684 -4.354 0.894 0.586
C 1.715 4.079 -1.496 0.397
H -1.112 1.373 4.262 0.200
C -3.293 -0.147 -6.965 0.051
N 4.779 -5.098 1.369 -0.435
H -5.824 1.718 1.949 0.301
C -0.751 -2.839 -6.617 -0.640
O 0.037 -0.358 4.378 -0.306
H 2.871 2.376 3.041 0.271
H 1.217 3.486 -0.708 -0.090
C -0.138 -1.744 4.392 0.544
H 1.824 -1.813 5.370 0.511
H 3.879 -2.925 2.353 0.252
C -4.335 1.994 -7.345 -1.093
C -5.678 1.760 -3.961 -0.465
H -2.211 4.893 -2.178 0.431
C -7.105 2.180 0.237 -0.938
H 3.352 4.823 -0.377 0.161
O -0.781 0.523 0.441 1.686
C -0.217 -0.514 -3.493 -0.942
H 0.077 -6.501 8.380 0.268
C 4.372 3.913 2.696 -0.844
H 5.416 6.994 2.518 0.247
H 3.213 -1.758 -5.976 0.219
H 0.214 -9.279 -0.212 0.283
H -3.898 -0.035 -6.055 0.179
C -6.434 1.203 1.189 -0.416
H -7.573 2.999 0.791 0.402
H 2.285 0.955 -2.743 0.676
H -2.226 5.226 1.608 0.007
H 6.118 -0.051 -3.470 0.253
H 2.326 -1.578 -4.534 0.273
H -4.971 5.147 -1.799 0.410
H 3.102 0.171 -0.586 -0.620
H 0.981 7.160 -0.695 0.378
H 0.546 1.366 1.888 -0.673
H -2.463 1.231 -0.392 0.300
C -0.154 -4.111 1.117 0.934
C -4.386 4.489 -1.136 -0.936
C 3.189 4.122 -1.207 -0.717
H -0.567 -1.436 -3.949 0.202
C -1.929 -0.746 -6.652 -0.176
H 1.603 -3.407 -3.319 0.098
N 1.566 -1.202 -0.149 0.816
H -4.670 -0.392 2.178 0.343
C 0.506 0.895 0.894 0.375
H -1.146 -2.045 4.723 0.397
H -1.861 2.270 0.918 0.122
O 1.140 -0.759 -3.105 -0.113
O -1.321 -2.880 -0.536 -0.222
C -2.803 4.166 -2.737 -0.877
H -5.007 3.390 -5.835 0.557
C 2.132 -4.284 7.343 -0.681
N 2.842 -2.174 -5.150 -0.295
H 3.746 4.575 -2.051 0.333
H -1.478 -2.488 1.476 0.156
H 5.179 1.052 0.278 0.147
H 5.414 -4.632 1.976 0.153
H -2.096 3.439 -3.137 0.071
H 5.915 5.724 3.683 0.352
H -0.502 -3.529 -7.432 0.327
H -3.411 -2.788 -0.715 0.491
H -0.883 -0.249 -2.665 0.173
C -2.494 -2.254 -0.978 -0.584
H -4.707 -1.499 0.812 -0.013
H -2.360 1.708 -7.262 0.224
C -4.570 2.380 -5.889 -0.029
C 5.211 2.826 -0.877 -0.765
C 0.720 -6.123 7.587 -0.656
H 2.682 -2.617 1.078 -0.099
H 2.543 5.142 3.802 0.301
H -5.228 1.517 -7.755 0.368
H -2.417 -2.185 -2.063 0.063
H 1.548 -6.029 2.103 -0.052
C 0.234 -9.483 0.865 -0.730
H 7.121 1.239 -2.879 0.350
H 0.123 -2.206 -6.456 0.258
C 5.744 1.450 -0.565 -0.605
H 0.192 5.891 0.243 0.004
H 4.801 3.733 3.692 0.627
H -7.197 0.742 1.849 0.474
H 3.470 2.111 -1.505 -0.661
H 3.172 -1.237 -1.535 0.462
H 0.665 -1.245 -0.640 -0.336
C 0.814 3.917 3.954 -0.402
C 1.309 -0.411 1.042 0.045
H -3.755 5.233 -0.612 0.307
C -0.193 -7.257 1.636 -0.478
H -5.491 2.097 -1.036 0.137
N 3.538 -3.044 1.422 -0.359
H -3.248 5.374 2.978 0.247
H -0.198 0.304 -4.226 0.500
H 1.459 3.593 -2.439 0.201
O -1.907 -2.101 -7.048 -0.437
H 0.627 -3.336 1.177 -1.010
H -1.078 -0.190 -7.094 0.317
H 4.831 3.291 1.922 0.107
C 5.557 5.929 2.667 -0.862
C 2.169 -4.328 5.818 -0.977
C -5.252 3.807 -0.107 -0.343
N -3.174 1.187 -7.556 -0.454
H 4.843 -6.056 1.108 0.243
H 1.990 6.060 0.210 0.184
N -6.149 2.810 -0.717 -0.201
O 0.713 -8.364 1.644 -0.312
C -2.214 5.530 2.665 -0.418
H 0.190 -4.741 0.294 0.526
H -0.083 -2.181 3.386 -0.588
O 1.106 5.342 -1.536 -0.518
H 0.623 2.868 3.715 -0.436
H -2.261 -4.032 0.954 0.502
O 5.633 0.506 -1.616 -0.269
H 2.211 -3.245 7.666 0.366
C -1.430 -3.336 0.777 -0.697
H 2.248 -0.136 1.535 0.873
C -0.044 4.799 3.077 0.586
C 1.066 6.122 -0.372 -0.315
```

Properties
HOMO-LUMO gap	8.74	eV
SMILES	COCCNCCOC.COCCNCCOC.COCCNCCOC.COCCNCCOC.COCCNCCOC.COCCNCCOC.COCCNCCOC.NC(N)=O.NC(N)=O
ΔE to the lowest compared entry with this formula, charge and spin	0.1128	eV
HOMO energy	-8.4	eV
E_tot	-96603.43408	eV